2 unconnected molecules or ions with the total composition C2H2N2OS2. Source: the Open Molecules 2025 dataset; level of theory: ωB97M-V with the def2-TZVPD basis set.

XYZ file:
```
9
Properties=species:S:1:pos:R:3
C -0.2437 0.4622 -0.9397
C -1.5209 -0.1470 -0.5179
N 0.4049 -0.0348 1.1030
N 0.7083 0.4641 -0.0685
O -2.6297 -0.1952 -0.9790
S 3.3881 -0.6434 0.1996
S -1.1528 -0.5879 1.2232
H -0.0147 0.8070 -1.9115
H 1.0604 -0.1250 1.8909
```

Output
* HOMO level (alpha / beta): -9.1 / -9.1 eV
* calculated total energy: -1058.38658 Ha
* LUMO energy (alpha / beta): -2.7 / -2.7 eV
* relative energy (zero: lowest compared OMol25 entry of this formula, charge and spin): 3.458 eV